91
Properties=species:S:1:pos:R:3:lowdin_spin:R:1 method="wB97M-V/def2-TZVPD" spin_multiplicity=2 homo_energy_ev="-4.21 / -9.54" lumo_energy_ev="-1.57 / -1.65" total_charge=+1
H 18.26640 6.34580 8.36062 0.002
N 17.33657 -3.17783 11.75211 0.000
C 16.19881 -3.12198 10.65814 0.001
H 17.76002 -0.99246 5.20894 0.054
H 18.80842 -5.04195 2.15154 0.000
N 18.59223 -2.85825 2.28662 0.001
H 19.28667 3.90148 7.60576 0.007
H 17.32634 -5.47494 4.32768 0.000
H 18.45822 -2.61966 5.13053 0.001
H 15.86348 -1.82050 8.91420 0.012
H 20.53940 -3.08767 1.33442 0.001
H 19.47039 -1.25483 4.77482 0.011
H 18.05097 -0.81351 2.76650 0.029
H 17.32193 0.91783 9.43355 0.002
H 16.11240 -2.44687 13.32413 0.000
C 16.02077 -1.69564 9.98554 0.007
H 16.73450 -3.94615 4.16098 0.002
C 17.18923 -4.72491 3.54873 0.002
C 18.21807 2.96563 4.85998 0.097
H 16.94152 -1.11241 9.99839 0.000
H 17.38124 -0.92126 0.52350 0.011
O 14.85653 -0.98604 10.47931 0.008
C 17.58133 -5.86997 11.54412 0.000
H 14.47175 -4.93197 3.17836 0.001
C 14.67229 0.36468 10.14947 0.021
H 16.82595 -1.87129 3.01188 0.026
H 16.21759 2.86076 5.57117 0.083
H 18.76027 -3.68030 10.33667 0.000
H 16.83259 4.48817 5.74772 0.005
C 20.07733 -2.48321 2.11494 0.009
H 16.51692 -3.73819 9.81720 0.000
C 15.13033 -5.74114 2.86273 0.001
H 16.96765 -1.14462 12.36576 0.000
H 18.42734 -3.73907 0.43761 0.000
C 18.85944 -1.05940 8.07541 0.012
H 18.07224 -4.68845 13.19065 0.000
H 16.23420 3.55853 9.12914 0.005
H 19.08388 1.91825 7.06223 0.010
C 17.98736 -1.67450 0.02016 0.010
H 18.78059 6.01141 6.77002 0.003
H 18.75148 -1.93260 10.74299 0.000
C 17.85381 -2.95420 0.93071 0.002
H 17.83511 -1.34718 7.83871 0.008
C 16.08694 3.19306 8.11285 0.050
H 15.07406 -6.33687 3.77379 0.000
H 15.54136 4.02708 7.67145 0.007
H 20.11075 -2.33441 12.87221 0.000
H 17.86739 -2.24390 13.52276 0.000
H 16.75398 -6.56428 11.69083 0.000
H 18.17959 3.11545 3.78101 0.025
C 17.33098 -4.64383 12.39275 0.000
C 18.29388 1.12075 8.98384 0.011
H 16.83644 -3.24844 1.18855 0.001
H 14.56166 -6.18869 2.04761 0.000
C 17.89413 -1.79456 3.21488 0.053
C 18.32494 4.23527 7.99534 0.017
O 19.14422 0.02346 9.03552 0.005
H 14.82157 0.45130 9.07322 0.023
C 18.82432 -2.94544 11.13916 0.000
H 17.61949 1.11613 6.92459 0.051
C 18.56495 -4.28027 2.89225 0.002
H 18.56525 -6.32944 11.63843 0.000
C 20.01254 -3.16730 12.17597 0.000
H 16.38118 -4.57517 12.92309 0.000
H 17.62490 -5.50614 10.51755 0.000
C 17.09443 3.43681 5.86685 0.082
H 19.83663 -4.07257 12.75703 0.000
H 19.36255 -4.41141 3.62352 0.000
H 15.24824 -3.47610 11.05703 0.000
O 16.36374 -5.14717 2.49234 0.001
H 20.04394 -1.41453 1.90307 0.009
C 18.07041 5.67399 7.52494 0.014
H 18.44379 4.08600 9.06850 0.003
H 18.39537 1.89368 4.94707 0.028
H 18.71623 1.88726 9.63360 0.001
H 13.60214 0.54131 10.25753 0.002
Br 18.02947 -4.42362 7.35344 0.010
H 19.19712 3.38173 5.09752 0.009
C 18.45419 -1.63371 4.66577 0.050
H 20.68249 -2.64400 3.00714 0.002
H 17.54817 -1.72366 -0.97623 0.000
C 17.03151 -2.12735 12.83296 0.001
H 20.86417 -3.37358 11.52768 0.000
H 16.99577 5.76740 7.36833 0.002
H 19.36923 -1.98196 8.35305 0.001
C 18.14045 1.79959 7.59511 0.050
H 18.98669 -1.24230 -0.03136 0.002
H 15.53126 2.26707 7.96498 0.034
H 19.45337 -0.90769 7.17411 0.003
N 17.43932 3.11446 7.40343 0.001
H 15.37524 1.00819 10.67850 0.002

75
Properties=species:S:1:pos:R:3:lowdin_charge:R:1 method="wB97M-V/def2-TZVPD" homo_energy_ev=-13.25 lumo_energy_ev=-8.08 total_charge=+2
O 0.63694 -1.46238 5.02696 -0.041
N 2.70517 -3.23501 -0.06513 -0.091
H 1.24354 -4.68406 7.04996 0.126
H 4.25086 -4.02239 -1.42926 0.148
N -4.61373 0.28751 0.50997 -0.061
H 1.22814 0.15337 3.91659 0.081
H -1.53091 4.60631 1.77674 0.094
O -5.88041 2.34706 -0.19578 -0.121
O 1.09278 2.86545 -5.28082 -0.028
H 2.32229 -4.43540 1.86422 0.151
C 2.19483 -2.24234 -1.12811 0.058
C -2.21556 -0.52527 1.74667 0.076
C -2.76924 -1.28761 -0.92593 0.066
H 2.92947 3.74600 -4.89603 0.104
C 5.12152 -1.89970 1.48204 -0.540
C -0.28690 -2.02989 0.30111 -0.074
Br 4.07108 -0.16682 1.37407 0.543
H 1.46482 3.96042 -9.12193 0.077
C -5.93744 1.04050 0.50339 -0.134
C 1.84576 -3.67935 1.10124 0.086
H -0.49251 -4.99261 7.06289 0.125
H 0.89826 -2.86356 8.77661 0.078
H 4.52074 -2.68711 2.13195 0.072
C 0.71550 3.53378 -6.39874 -0.554
H -0.18655 4.27756 -0.68577 0.092
C -1.31176 3.95070 -0.53993 -0.054
C 0.26494 -4.21316 7.19861 -0.216
C 0.69066 -1.60407 -0.98622 0.066
H -4.18461 2.25662 -2.56715 0.103
H -0.36818 -3.44314 2.27272 0.128
H 4.38227 -4.65146 0.41424 0.158
C -3.71442 3.59170 1.02832 -0.004
C -0.45490 3.22261 -8.42699 -0.216
H -1.56443 -0.47144 2.73921 0.131
H 2.08536 3.04913 -3.49922 0.083
C 0.30791 -3.11780 1.37373 0.084
O 2.11948 -2.34920 6.53673 0.124
H 2.84503 -1.91876 -2.05236 0.154
H -1.23984 2.55279 -8.79427 0.124
H -6.78255 0.39538 -0.03955 0.178
H -4.94669 -0.41604 -1.65869 0.154
H 1.63742 0.24613 5.64086 0.109
C -4.50865 2.87632 -0.25114 -0.176
C 5.22978 -2.47388 -0.06168 -0.244
H 6.31609 -2.89946 -0.20094 0.134
H -0.91222 4.20840 -8.28352 0.127
O -0.00478 2.68536 -7.17560 0.014
H -3.99354 0.78860 2.72035 0.151
O 0.99593 4.69015 -6.66823 0.121
C 0.67720 3.26921 -9.43891 -0.065
C 1.57937 -0.42360 4.77667 -0.057
C 1.94982 3.61555 -4.42484 -0.058
H -4.30932 3.71349 2.05108 0.104
C -3.62069 2.77346 -1.65259 -0.009
H -1.55485 3.12554 -2.87678 0.093
H 0.31000 3.59405 -10.41627 0.086
H 6.17587 -1.75902 2.00325 0.104
C -3.66838 0.23955 1.72876 0.094
O 0.02175 -3.22036 6.19240 0.009
H 1.50928 4.58469 -4.17166 0.097
H -6.32547 1.24602 1.59856 0.169
H 5.05462 -1.57915 -0.81626 0.099
C -2.14387 4.12064 0.89586 -0.038
C -1.74837 -1.28954 0.36308 -0.076
H 0.22748 -4.39988 9.35361 0.088
C 1.03893 -2.34966 5.97030 -0.557
H -2.56692 -1.79578 -1.96660 0.129
C 0.13058 -3.62183 8.59148 -0.061
H 1.14339 2.28422 -9.54117 0.083
H 0.28717 -0.82068 -1.79016 0.131
C -2.07277 3.28390 -1.83024 -0.053
H 2.56566 -0.83156 4.53543 0.084
C -4.18931 -0.46949 -0.76496 0.092
H -0.83817 -3.12583 8.70771 0.085
C 4.15022 -3.72388 -0.29393 -0.142

32
Properties=species:S:1:pos:R:3:lowdin_charge:R:1 method="wB97M-V/def2-TZVPD" homo_energy_ev="-8.64 / -8.64" lumo_energy_ev="0.29 / 0.29" de_lowest_kcal_mol=119.5 total_charge=0
C 1.59327 -0.23371 -1.35576 -0.057
H 4.78542 0.03898 -0.34595 0.110
H -0.89432 3.77830 -0.16724 0.142
H -2.45822 2.63974 -0.21285 0.090
H 3.56283 -0.30674 -2.50066 0.148
H -0.80075 -2.32766 -2.10258 -0.014
C 1.74680 0.04088 0.99347 -0.042
C 0.94563 -0.14930 -0.13366 -0.253
H -0.48443 -4.42109 0.02733 0.006
H 3.64802 0.34776 1.65674 0.106
H 0.10024 2.15218 1.31845 0.072
C -0.88392 1.93447 1.12141 -0.159
H -2.14060 0.24486 1.02505 0.085
H -1.54226 2.40594 -2.23469 0.119
Si -1.19589 -2.11980 -0.61788 0.721
H 0.74357 -3.16540 0.59576 0.077
C -1.39372 2.70866 -0.16852 -0.112
C -0.88853 1.97485 -1.47889 -0.351
H -2.71256 -2.10785 -0.54610 -0.033
C -0.52689 -0.32836 -0.02966 -0.232
H -0.77652 0.20986 2.02390 0.093
C -0.43342 -3.44953 0.55844 -0.268
H 1.31056 -0.00306 2.01598 0.137
H -1.03978 -3.57142 1.48267 0.020
C -1.13706 0.41672 1.07515 -0.202
C 2.97476 -0.28922 -1.48260 -0.072
H 0.15197 1.98885 -1.67616 0.090
C 3.71942 -0.13454 -0.35913 -0.109
H -1.37936 2.35242 1.91340 0.077
O -1.32903 0.71378 -1.57725 -0.173
H 0.96690 -0.40609 -2.21071 0.104
C 3.06521 0.09797 0.79823 -0.121